1.
Density functional theory data (the ωB97M-V functional and the def2-TZVPD basis) for a molecular structure, C10H25BrNO3SSi2.

ORCA input file:
```
! RIJCOSX wB97M-V def2-TZVPD def2/J DEFGRID3
* xyz -1 1
C -2.79 1.36 2.63
C -1.32 1.70 2.31
S -0.67 3.23 3.03
C -1.15 3.14 4.75
O -0.30 2.39 5.65
C 0.21 1.23 5.18
O 1.34 1.03 4.87
O -0.80 0.32 5.14
Br -0.26 -1.42 5.12
H -3.42 1.60 1.77
H -3.18 1.88 3.50
H -2.88 0.29 2.78
H -1.19 1.81 1.23
H -0.70 0.87 2.62
H -1.10 4.17 5.11
H -2.17 2.80 4.85
C -1.28 -1.85 0.16
Si -0.34 -1.73 -1.49
C -1.67 -1.47 -2.82
C 0.40 -3.46 -1.79
N 0.78 -0.50 -1.38
Si 1.86 0.01 -2.55
C 1.06 0.68 -4.14
C 3.12 -1.29 -3.10
C 2.89 1.45 -1.87
H -2.04 -2.64 0.14
H -0.58 -2.06 0.97
H -1.78 -0.90 0.36
H -2.50 -2.17 -2.71
H -1.27 -1.60 -3.83
H -2.08 -0.46 -2.75
H 1.22 -3.63 -1.09
H 0.78 -3.56 -2.81
H -0.35 -4.25 -1.64
H 0.62 -0.12 -4.73
H 1.79 1.19 -4.77
H 0.27 1.39 -3.89
H 3.58 -1.77 -2.23
H 3.92 -0.85 -3.70
H 2.65 -2.07 -3.71
H 3.45 1.13 -0.98
H 2.24 2.28 -1.58
H 3.61 1.82 -2.61
*
```

Summary:
Lowest unoccupied orbital energy = 1.20 eV

2.
Density functional theory data (the ωB97M-V functional and the def2-TZVPD basis) for a molecular structure, C10H25Cl2IrN3O3PTe.

ORCA input file:
```
! RIJCOSX wB97M-V def2-TZVPD def2/J DEFGRID3
* xyz 2 1
Ir 0.63 -1.03 1.03
Cl 0.78 -2.51 3.93
C 2.44 -1.95 3.81
Cl 2.76 -1.17 2.19
H 3.12 -2.79 3.89
H 2.63 -1.18 4.56
C 3.94 4.29 0.43
C 3.22 3.39 1.40
O 2.95 2.08 0.75
P 1.58 1.64 0.19
O 0.63 1.00 1.23
Te 1.83 -0.37 -1.16
O 0.96 2.91 -0.45
C -0.41 2.98 -0.98
C -0.53 4.25 -1.78
H 4.22 5.21 0.95
H 3.30 4.55 -0.41
H 4.85 3.82 0.07
H 2.28 3.80 1.74
H 3.83 3.13 2.26
H -1.08 2.96 -0.12
H -0.56 2.09 -1.60
H -0.31 5.11 -1.15
H -1.55 4.34 -2.14
H 0.15 4.24 -2.63
C -0.20 -3.21 0.80
N -1.12 -3.10 -0.29
C -1.00 -4.07 -1.39
C -1.73 -1.89 -0.44
N -1.16 -0.87 0.19
N -2.83 -1.77 -1.18
C -3.31 -0.45 -1.57
C -3.80 -2.86 -1.34
H 0.21 -4.22 0.85
H -0.65 -3.00 1.76
H 0.88 -2.71 0.60
H 0.05 -4.17 -1.67
H -1.55 -3.71 -2.25
H -1.38 -5.04 -1.09
H -1.66 0.01 0.20
H -2.47 0.19 -1.84
H -3.91 0.01 -0.79
H -3.94 -0.57 -2.46
H -3.48 -3.74 -0.79
H -3.92 -3.11 -2.39
H -4.76 -2.54 -0.94
*
```

Summary:
ΔE to the lowest compared entry with this formula, charge and spin = 0.000 eV
Lowest unoccupied orbital energy = -7.65 eV

3.
Density functional theory data (the ωB97M-V functional and the def2-TZVPD basis) for a molecular structure, C10H25ClIN3OPRu in a non-equilibrium geometry.

ORCA input file:
```
! RIJCOSX wB97M-V def2-TZVPD def2/J DEFGRID3
* xyz 3 5
C -0.17 4.29 -1.04
I -2.92 3.76 0.05
H -0.15 3.71 -1.99
H 0.43 3.82 -0.23
H -0.41 5.34 -1.05
Ru -1.00 2.01 -0.31
P -2.84 0.32 -0.36
C -3.83 0.67 1.13
C -4.10 0.70 -1.62
H -2.15 -1.92 -1.06
H -3.74 -2.07 -0.56
H -2.50 -1.97 0.56
C -2.83 -1.50 -0.34
H -3.80 0.33 -2.59
H -5.08 0.24 -1.56
H -4.90 0.56 1.07
H -3.74 1.68 1.47
H -4.28 1.75 -1.79
H -3.57 0.11 2.01
C -0.95 1.52 1.45
O -1.00 1.09 2.60
Cl -0.76 0.43 -2.28
C 2.00 -1.60 -2.15
N 2.61 -1.52 -0.82
C 3.74 -2.44 -0.60
C 2.19 -0.58 0.09
N 1.52 0.52 -0.25
N 2.34 -0.88 1.44
C 3.51 -1.50 2.08
C 1.59 -0.10 2.38
H 2.31 -2.57 -2.53
H 2.38 -0.83 -2.84
H 0.89 -1.58 -2.10
H 4.60 -1.88 -0.19
H 3.38 -3.30 0.01
H 3.96 -2.80 -1.61
H 1.75 0.86 -1.20
H 4.33 -0.75 2.18
H 3.12 -1.78 3.07
H 3.85 -2.40 1.55
H 1.62 0.96 2.13
H 0.57 -0.46 2.44
H 2.03 -0.24 3.37
*
```

Summary:
ΔE to the lowest compared entry with this formula, charge and spin = 2.331 eV
Lowest unoccupied orbital energy (alpha / beta) = -12.34 / -14.00 eV

4.
Density functional theory data (the ωB97M-V functional and the def2-TZVPD basis) for a molecular structure, C10H25LuN3O2S2 in a non-equilibrium geometry.

ORCA input file:
```
! RIJCOSX wB97M-V def2-TZVPD def2/J DEFGRID3
* xyz 3 1
Lu 1.09 -0.21 -0.58
S -0.66 -2.27 -0.75
S -0.31 2.22 -0.54
C 0.86 -3.33 -0.57
C -0.81 -2.33 -2.60
C 0.00 -1.18 -3.17
N -0.35 0.01 -2.35
C -0.04 1.29 -3.04
C -0.82 2.36 -2.29
H -1.89 -2.24 -2.81
H -0.47 -3.31 -2.95
H -0.24 -1.00 -4.22
H 1.10 -1.34 -3.05
H -0.35 1.24 -4.10
H 1.05 1.43 -2.96
H -1.91 2.22 -2.33
H -0.59 3.37 -2.66
C 1.00 3.53 -0.53
H -1.36 -0.01 -2.12
H 1.87 3.24 -1.15
H 1.29 3.70 0.51
H 0.54 4.46 -0.92
H 1.15 -3.24 0.48
H 1.67 -3.04 -1.26
H 0.50 -4.35 -0.78
C -3.72 0.12 0.73
C -3.19 0.15 1.97
H -3.96 -0.82 0.23
H -3.99 1.02 0.16
H -2.76 -0.74 2.44
H -2.93 1.09 2.48
C 1.83 -1.19 4.79
O 1.32 -1.71 3.51
C 1.25 -0.88 2.52
O 1.03 -1.26 1.32
N 1.44 0.42 2.74
N 1.31 1.28 1.57
H 1.14 -0.47 5.26
H 2.83 -0.74 4.67
H 1.91 -2.08 5.42
H 1.66 0.81 3.66
H 0.44 1.82 1.68
H 2.05 1.98 1.61
*
```

Summary:
ΔE to the lowest compared entry with this formula, charge and spin = 2.120 eV
Lowest unoccupied orbital energy = -11.36 eV

5.
Density functional theory data (the ωB97M-V functional and the def2-TZVPD basis) for 2 unconnected molecules or ions with the total composition C10H25N2O2 in a non-equilibrium geometry.

ORCA input file:
```
! RIJCOSX wB97M-V def2-TZVPD def2/J DEFGRID3
* xyz 1 1
N -1.54 -3.72 2.13
C -1.37 -2.82 0.96
C 0.13 -2.44 0.90
C 0.57 -1.38 1.93
C 2.06 -0.92 1.76
C 2.67 -1.06 0.32
C 1.93 -2.03 -0.63
N 0.45 -1.86 -0.45
H -1.26 -4.65 1.84
H -2.54 -3.79 2.26
H -2.03 -1.94 1.02
H -1.58 -3.43 0.05
H 0.74 -3.34 1.05
H -0.14 -0.54 1.99
H 0.50 -1.88 2.91
H 2.11 0.14 2.04
H 2.68 -1.49 2.46
H 3.69 -1.44 0.41
H 2.73 -0.08 -0.17
H 2.16 -1.72 -1.67
H 2.24 -3.07 -0.56
H -0.01 -2.46 -1.14
H 0.17 -0.88 -0.53
C -2.19 1.41 -1.11
O -0.78 1.47 -0.93
C -0.12 2.10 -2.04
C 0.29 3.51 -1.70
O -0.84 4.35 -1.54
C -1.14 4.63 -0.19
H -2.64 1.08 -0.17
H -2.60 2.39 -1.37
H -2.45 0.69 -1.89
H -0.75 2.08 -2.93
H 0.78 1.51 -2.25
H 0.88 3.92 -2.53
H 0.92 3.53 -0.80
H -0.39 5.29 0.25
H -1.21 3.71 0.41
H -2.11 5.13 -0.15
*
```

Summary:
ΔE to the lowest compared entry with this formula, charge and spin = 1.857 eV
Lowest unoccupied orbital energy = -2.83 eV

6.
Density functional theory data (the ωB97M-V functional and the def2-TZVPD basis) for a single C10H25NO3Si molecule in a non-equilibrium geometry.

ORCA input file:
```
! RIJCOSX wB97M-V def2-TZVPD def2/J DEFGRID3
* xyz 0 1
C 4.63 1.36 0.06
C 3.50 2.16 -0.52
N 2.20 1.36 -0.84
C 2.03 0.98 -2.18
C 2.92 -0.11 -2.67
C 1.78 0.49 0.30
C 0.33 0.11 0.04
C -0.38 -0.46 1.22
Si -2.25 -0.61 0.99
O -2.48 -2.07 0.16
C -2.63 -3.30 0.87
O -2.95 -0.67 2.44
C -4.33 -0.28 2.57
O -2.87 0.80 0.29
C -3.80 0.54 -0.78
H 4.82 0.53 -0.58
H 4.34 1.11 1.11
H 5.61 1.89 0.01
H 3.21 2.84 0.29
H 3.82 2.59 -1.47
H 2.21 1.85 -2.93
H 0.98 0.68 -2.22
H 2.78 -1.02 -2.09
H 2.78 -0.30 -3.70
H 3.98 0.22 -2.47
H 2.52 -0.38 0.24
H 1.90 1.02 1.30
H 0.28 -0.49 -0.83
H -0.25 1.04 -0.23
H -0.17 0.13 2.14
H -0.09 -1.49 1.46
H -2.59 -4.16 0.23
H -3.68 -3.45 1.35
H -1.92 -3.50 1.71
H -4.66 -0.26 3.58
H -4.49 0.58 1.91
H -4.97 -1.15 2.22
H -3.90 -0.55 -0.74
H -4.74 1.13 -0.52
H -3.43 0.83 -1.75
*
```

Summary:
ΔE to the lowest compared entry with this formula, charge and spin = 0.503 eV
SMILES = CCN(CC)CCC[Si](OC)(OC)OC
Lowest unoccupied orbital energy = 0.88 eV